(1)
97
Properties=species:S:1:pos:R:3 method="wB97M-V/def2-TZVPD" homo_energy_ev=-11.13 spin_multiplicity=1 charge=+1 orbital_gap_ev=7.4 e_lumo_ev=-3.71
Co 0.09 -0.21 0.11
O -1.53 0.81 -0.42
P -3.02 0.75 -0.16
C -3.47 -0.91 0.46
P -2.40 -1.36 1.84
O -0.97 -1.11 1.44
C -2.86 -0.40 3.27
C -1.96 0.57 3.72
C -2.28 1.36 4.81
C -3.49 1.17 5.46
C -4.39 0.20 5.02
C -4.08 -0.58 3.92
C -2.64 -3.11 2.14
C -3.03 -3.63 3.37
C -3.15 -5.01 3.53
C -2.87 -5.85 2.46
C -2.45 -5.33 1.24
C -2.33 -3.97 1.08
C -3.92 0.93 -1.70
C -5.15 1.57 -1.77
C -5.81 1.67 -2.99
C -5.23 1.14 -4.13
C -3.99 0.51 -4.06
C -3.33 0.41 -2.85
C -3.58 1.97 1.01
C -4.80 1.84 1.69
C -5.19 2.84 2.56
C -4.38 3.95 2.76
C -3.18 4.08 2.07
C -2.78 3.09 1.19
H -3.22 -1.59 -0.36
H -4.53 -1.00 0.69
H -1.01 0.71 3.20
H -1.59 2.12 5.14
H -3.74 1.78 6.32
H -5.33 0.05 5.54
H -4.79 -1.32 3.57
H -3.23 -2.98 4.21
H -3.45 -5.42 4.48
H -2.97 -6.92 2.58
H -2.21 -6.00 0.42
H -1.97 -3.56 0.14
H -5.60 2.00 -0.88
H -6.76 2.17 -3.04
H -5.73 1.23 -5.08
H -3.53 0.11 -4.96
H -2.36 -0.06 -2.79
H -5.43 0.97 1.54
H -6.13 2.75 3.09
H -4.69 4.73 3.45
H -2.55 4.95 2.23
H -1.85 3.18 0.65
C -2.36 -3.79 -4.98
O -1.19 -3.12 -5.44
C -0.50 -2.37 -4.58
C 0.61 -1.68 -5.12
C 1.32 -0.84 -4.33
C 0.98 -0.63 -2.96
C 1.59 0.39 -2.19
C 2.68 1.25 -2.74
O 1.23 0.68 -1.02
C -0.06 -1.41 -2.40
O -0.37 -1.42 -1.13
C -0.82 -2.25 -3.24
H -2.82 -4.22 -5.86
H -3.05 -3.09 -4.51
H -2.10 -4.59 -4.29
H 0.87 -1.85 -6.16
H 2.15 -0.30 -4.75
H 2.27 1.88 -3.54
H 3.48 0.64 -3.16
H 3.07 1.89 -1.96
H -1.62 -2.81 -2.78
Cl 2.59 -3.09 -1.40
C 2.02 -4.71 -0.98
Cl 0.32 -4.97 -1.38
H 2.15 -4.84 0.09
H 2.61 -5.43 -1.53
N 4.79 -1.06 5.45
C 4.17 -1.06 4.49
C 3.38 -1.09 3.29
C 2.27 -1.93 3.21
C 1.50 -1.90 2.07
N 1.78 -1.09 1.04
C 2.87 -0.32 1.10
C 3.70 -0.29 2.20
H 2.02 -2.58 4.03
H 0.64 -2.54 1.96
H 3.08 0.30 0.24
H 4.56 0.36 2.22
F 0.43 1.10 1.48
Sb 1.23 2.98 1.63
F 2.75 2.57 0.60
F 2.13 2.17 3.07
F 1.76 4.76 1.79
F -0.23 3.25 2.78
F 0.23 3.30 0.09

***

(2)
110
Properties=species:S:1:pos:R:3 method="wB97M-V/def2-TZVPD" homo_energy_ev=-4.87 spin_multiplicity=1 charge=-1 orbital_gap_ev=5.8 e_lumo_ev=0.91
C -0.53 4.10 1.67
C 0.57 2.96 1.54
C 2.03 3.54 1.26
C 2.57 2.92 -0.10
C 3.71 1.82 0.03
C 3.57 0.83 1.24
C 2.63 -0.43 0.94
C 3.48 -1.50 0.14
N 2.50 -2.44 -0.46
C 1.93 -3.38 0.53
C 0.36 -3.16 0.55
C -0.40 -4.07 1.59
C -1.13 -5.23 0.78
C -2.70 -5.01 0.70
C -3.06 -4.34 -0.69
C -3.49 -5.39 -1.77
C -4.72 -6.29 -1.35
C 2.97 -3.11 -1.64
S 4.49 -3.75 -1.81
S 1.73 -3.21 -3.02
C 1.87 -1.67 -4.03
C 2.19 -0.35 -3.23
C 1.03 0.73 -3.19
Nb -0.85 0.05 -2.06
C -2.30 1.01 -3.57
C -3.18 1.95 -2.66
C -4.59 2.33 -3.22
C -5.44 2.99 -2.09
C -5.33 2.15 -0.78
C -6.06 2.82 0.47
C -4.96 3.45 1.40
H -1.33 4.01 0.90
H -1.05 4.06 2.67
H -0.09 5.12 1.59
H 0.54 2.39 2.52
H 0.25 2.21 0.77
H 2.69 3.37 2.13
H 1.93 4.65 1.15
H 3.03 3.77 -0.68
H 1.71 2.59 -0.74
H 4.74 2.25 0.01
H 3.64 1.19 -0.91
H 3.27 1.29 2.20
H 4.60 0.39 1.41
H 1.79 -0.12 0.27
H 2.23 -0.89 1.87
H 4.03 -0.96 -0.67
H 4.19 -2.08 0.79
H 2.12 -4.45 0.25
H 2.32 -3.19 1.56
H 0.01 -3.28 -0.50
H 0.19 -2.08 0.81
H -1.18 -3.43 2.06
H 0.32 -4.47 2.36
H -0.77 -5.30 -0.27
H -0.91 -6.19 1.30
H -3.09 -4.38 1.53
H -3.14 -6.04 0.81
H -2.15 -3.83 -1.08
H -3.84 -3.53 -0.59
H -2.60 -6.01 -2.04
H -3.80 -4.82 -2.69
H -5.45 -5.65 -0.81
H -4.36 -7.07 -0.63
H -5.18 -6.84 -2.21
H 2.70 -1.81 -4.77
H 0.91 -1.55 -4.59
H 3.06 0.13 -3.76
H 2.51 -0.52 -2.18
H 0.79 1.10 -4.22
H 1.39 1.63 -2.61
H -0.89 -1.54 -2.94
H 0.28 -0.60 -0.77
H -0.95 1.63 -1.13
H -2.32 -0.53 -1.11
H -1.67 1.59 -4.30
H -2.91 0.24 -4.09
H -3.33 1.39 -1.69
H -2.56 2.86 -2.48
H -5.12 1.42 -3.61
H -4.48 3.03 -4.07
H -5.11 4.05 -1.96
H -6.52 3.04 -2.39
H -4.23 2.04 -0.45
H -5.81 1.15 -0.93
H -6.55 2.00 1.05
H -6.84 3.55 0.13
H -5.49 3.90 2.28
H -4.38 4.26 0.90
H -4.30 2.62 1.74
Al -3.77 0.63 0.04
O -3.40 2.47 4.03
H -3.73 3.11 4.67
H -3.42 1.63 4.51
O 1.40 0.78 3.74
H 1.32 1.58 4.29
C 7.58 1.00 2.54
C 7.61 1.65 1.18
O 6.73 2.40 0.82
C 8.78 1.32 0.28
H 6.68 1.33 3.07
H 7.55 -0.08 2.43
H 8.46 1.30 3.11
H 8.80 0.25 0.08
H 9.71 1.63 0.76
H 8.67 1.85 -0.66
C -0.16 2.32 5.16
O -0.06 3.42 4.62
O -1.07 1.99 5.97
O 0.63 1.35 4.99

***

(3)
64
Properties=species:S:1:pos:R:3 method="wB97M-V/def2-TZVPD" homo_energy_ev="-7.13 / -11.61" spin_multiplicity=5 charge=+1 orbital_gap_ev="5.1 / 5.7" e_lumo_ev="-1.99 / -5.91"
C 1.33 -2.06 0.85
C 1.84 -1.39 -0.31
C 0.88 -1.58 -1.40
C -0.21 -2.34 -0.89
C 0.02 -2.58 0.52
Pt -0.11 -0.25 0.40
C -2.04 1.49 -1.38
C -1.98 0.93 0.06
H -2.11 1.72 0.82
C -2.31 -0.41 0.48
H -2.72 -1.11 -0.26
H -2.74 -0.56 1.48
C -2.94 2.74 -1.42
H -2.51 3.55 -0.81
H -3.06 3.12 -2.45
H -3.94 2.50 -1.02
C -2.59 0.43 -2.36
H -1.95 -0.47 -2.36
H -3.61 0.13 -2.07
H -2.63 0.82 -3.39
C 3.23 -0.83 -0.46
H 3.49 -0.15 0.37
H 3.97 -1.64 -0.48
H 3.33 -0.26 -1.40
C 1.10 -1.14 -2.82
H 1.65 -0.19 -2.87
H 1.68 -1.90 -3.38
H 0.14 -1.00 -3.35
C -1.33 -2.95 -1.69
H -1.45 -2.46 -2.67
H -1.10 -4.02 -1.88
H -2.29 -2.91 -1.15
C -0.84 -3.44 1.41
H -1.88 -3.45 1.05
H -0.48 -4.49 1.43
H -0.84 -3.06 2.44
C 2.04 -2.23 2.16
H 1.33 -2.37 2.99
H 2.71 -3.11 2.12
H 2.65 -1.34 2.40
C 0.45 1.75 -0.87
C -0.61 1.87 -1.80
C 1.77 2.14 -1.20
C -0.28 2.29 -3.11
H 0.19 1.72 0.24
C 2.06 2.58 -2.49
H 2.55 2.09 -0.43
C 1.03 2.64 -3.45
H -1.07 2.36 -3.87
H 3.08 2.87 -2.76
H 1.25 2.98 -4.46
C 1.67 0.72 4.14
P 0.55 0.58 2.70
C -0.77 -0.23 3.68
C 0.46 2.40 2.51
H 1.91 -0.29 4.54
H 1.22 1.33 4.96
H 2.62 1.20 3.83
H -0.82 0.20 4.70
H -1.75 -0.03 3.23
H -0.58 -1.31 3.77
H 0.45 2.91 3.50
H 1.33 2.77 1.94
H -0.49 2.71 2.02

***

(4)
100
Properties=species:S:1:pos:R:3 method="wB97M-V/def2-TZVPD" homo_energy_ev=-1.00 spin_multiplicity=1 charge=-2 orbital_gap_ev=4.0 e_lumo_ev=3.01
Tl -0.15 -0.77 -1.08
C 0.44 -3.09 -3.77
N -0.70 -2.20 -3.65
C -1.94 -2.97 -3.56
C -2.83 -2.53 -2.39
C -2.56 -3.37 -1.14
N -1.18 -3.32 -0.75
C -0.89 -3.73 0.42
C 0.41 -3.74 1.03
C 0.47 -4.19 2.35
C 1.63 -4.15 3.10
C 2.79 -3.63 2.52
C 2.78 -3.20 1.22
C 1.61 -3.25 0.39
O 1.68 -2.90 -0.81
C -0.70 -1.22 -4.72
C -1.83 -0.19 -4.71
C -1.64 0.99 -3.74
N -2.12 0.69 -2.42
C -3.18 1.26 -2.00
C -3.83 1.10 -0.75
C -5.04 1.79 -0.54
C -5.71 1.77 0.65
C -5.14 1.10 1.75
C -3.97 0.42 1.60
C -3.30 0.30 0.33
O -2.33 -0.49 0.22
H 0.32 -3.81 -4.60
H 0.56 -3.62 -2.82
H 1.35 -2.52 -3.95
H -1.68 -4.02 -3.40
H -2.49 -2.91 -4.51
H -3.89 -2.64 -2.66
H -2.64 -1.49 -2.15
H -2.85 -4.42 -1.35
H -3.20 -3.00 -0.33
H -1.68 -4.12 1.09
H -0.44 -4.56 2.81
H 1.62 -4.46 4.13
H 3.70 -3.57 3.11
H 3.68 -2.80 0.76
H -0.74 -1.74 -5.71
H 0.26 -0.69 -4.67
H -2.78 -0.68 -4.46
H -1.92 0.22 -5.72
H -2.16 1.88 -4.16
H -0.58 1.24 -3.66
H -3.69 2.00 -2.67
H -5.45 2.36 -1.37
H -6.65 2.28 0.77
H -5.63 1.15 2.72
H -3.49 -0.07 2.43
S 3.67 5.61 -4.88
N 4.07 4.02 -4.73
C 3.28 3.48 -3.81
C 3.29 2.12 -3.39
C 4.18 1.15 -3.88
C 4.10 -0.14 -3.40
C 3.11 -0.44 -2.45
N 2.28 0.45 -2.00
C 2.34 1.71 -2.43
C 1.37 2.64 -1.90
N 0.44 2.14 -1.09
C -0.47 2.94 -0.58
C -0.48 4.32 -0.83
C 0.43 4.85 -1.71
C 1.39 4.00 -2.29
C 2.35 4.41 -3.26
N 2.46 5.64 -3.77
H 4.91 1.44 -4.63
H 4.78 -0.91 -3.74
H 2.97 -1.44 -2.05
H -1.22 2.47 0.04
H -1.22 4.94 -0.35
H 0.44 5.90 -1.99
S -0.90 -1.72 4.03
P 0.31 -0.24 3.55
S 0.58 0.42 1.70
C 1.98 -0.54 4.29
C 2.09 -1.09 5.56
C 3.34 -1.34 6.10
C 4.48 -1.04 5.38
C 4.37 -0.50 4.11
C 3.12 -0.26 3.56
C -0.21 1.27 4.49
C -1.34 1.25 5.29
C -1.82 2.42 5.86
C -1.17 3.62 5.62
C -0.04 3.64 4.82
C 0.44 2.48 4.26
H 1.19 -1.34 6.10
H 3.43 -1.77 7.09
H 5.46 -1.22 5.80
H 5.26 -0.28 3.54
H 3.02 0.15 2.56
H -1.84 0.30 5.46
H -2.70 2.40 6.48
H -1.56 4.54 6.04
H 0.46 4.58 4.62
H 1.30 2.50 3.60

***

(5)
55
Properties=species:S:1:pos:R:3 method="wB97M-V/def2-TZVPD" homo_energy_ev=-5.81 spin_multiplicity=1 orbital_gap_ev=5.9 e_lumo_ev=0.14
W -0.08 0.05 0.06
C 3.67 1.61 -2.20
N 3.01 2.27 -1.08
C 2.56 3.46 -1.19
C 1.94 4.33 -0.16
N 3.26 2.21 1.23
B 3.22 2.01 2.74
N 2.78 0.55 3.15
C 3.66 -0.41 3.60
C 2.98 -1.58 3.72
N 1.69 -1.32 3.33
C 0.62 -2.30 3.23
C 1.59 -0.02 2.99
S 0.08 0.66 2.42
C 2.96 1.51 0.27
S 2.48 -0.16 -0.01
H 3.79 2.32 -3.02
H 3.09 0.75 -2.50
H 4.65 1.26 -1.87
H 2.71 3.90 -2.18
H 1.72 5.28 -0.67
H 2.41 2.80 3.19
H 4.32 2.18 3.21
H 4.69 -0.17 3.79
H 3.30 -2.56 4.03
H 1.02 -3.27 3.53
H 0.25 -2.35 2.21
H -0.20 -2.03 3.90
N -0.45 -0.23 -2.19
C -1.85 -0.65 -2.36
C -2.75 0.22 -1.51
N -2.35 0.13 -0.09
H -0.27 0.66 -2.64
H 0.19 -0.92 -2.56
H -1.91 -1.69 -2.02
H -2.17 -0.61 -3.40
H -3.80 -0.06 -1.66
H -2.64 1.26 -1.81
H -2.65 -0.75 0.32
H -2.74 0.88 0.45
C 0.68 3.85 0.58
C -0.49 3.32 -0.27
C -1.77 3.50 0.55
C -0.63 4.08 -1.59
O -0.34 1.95 -0.55
H 0.34 4.71 1.15
H 2.71 4.52 0.59
H 0.92 3.08 1.32
H -1.97 4.56 0.77
H -1.68 2.97 1.50
H -2.62 3.11 0.00
H -0.70 5.16 -1.43
H -1.53 3.75 -2.11
H 0.22 3.88 -2.25
O -0.30 -1.66 0.19

***

In order of appearance, electronic energy = -5895.67070 -2823.25312 -1397.51939 -3981.71048 -1918.30895 Eh.
In order of appearance, max |F| = 0.022 0.190 0.044 0.031 0.012 Eh/bohr.
In order of appearance, energy relative to the best compared isomer or geometry (same formula, charge and spin) = 0.000 2.849 0.000 0.000 1.852 eV.